(1)
C31H26AsBr2IrNOS3SbSe as an isolated structure, computed with the ωB97M-V functional and the def2-TZVPD basis.

Its expectation value of S² is 6.070. The value obtained for the highest occupied orbital energy (spin up / spin down) is 0.08 / -1.49 eV. Its spin multiplicity is 5. Its relative energy (zero: lowest compared OMol25 entry of this formula, charge and spin) is 65.0 kcal per mole. As for the charge: -2. Its strongest force on any atom is 0.7 eV Å⁻¹.

Structure (XYZ):
```
68
Properties=species:S:1:pos:R:3:forces:R:3
Ir -1.32423 2.24063 0.12906 -0.1854 0.0990 -0.6479
Br -1.57665 2.26426 2.93104 0.2428 -0.0561 0.4779
C -0.54894 3.43959 4.07871 -0.0627 0.0047 -0.0772
Br 0.99670 4.22672 3.24735 -0.0177 -0.0372 0.0408
H -0.20214 2.85895 4.92474 -0.0217 -0.0222 -0.0114
H -1.22946 4.24016 4.35088 -0.0168 0.0331 -0.0922
S -3.32964 5.46707 2.95053 0.0090 -0.0027 -0.0005
Sb -3.37020 4.73891 0.75632 -0.1172 0.0821 0.0222
S -3.86785 2.41163 0.54510 -0.0378 0.0261 0.0156
S -1.09845 4.51107 -0.13047 0.0919 0.0784 -0.0017
O -1.74183 -0.12714 0.81075 -0.1636 0.0442 0.1945
As -0.75276 -1.38913 1.16500 0.0968 -0.1308 -0.2132
C 0.51955 -1.23959 2.60533 0.0200 0.0742 -0.0432
C 0.04255 -0.89787 3.86472 -0.0601 -0.0023 0.0142
C 0.92877 -0.74330 4.92125 -0.0043 -0.0079 -0.0050
C 2.28806 -0.93369 4.71620 0.0085 -0.0040 -0.0163
C 2.76292 -1.26949 3.45552 0.0143 0.0103 0.0148
C 1.88151 -1.41206 2.39428 -0.0188 -0.0359 -0.0048
C 0.08779 -2.10930 -0.41005 0.0713 -0.0054 0.0421
C -0.00934 -1.35989 -1.57629 -0.0121 -0.0116 0.0379
C 0.53817 -1.85907 -2.75006 0.0330 -0.0191 -0.0287
C 1.18450 -3.08918 -2.75029 -0.0115 0.0184 0.0067
C 1.27661 -3.83546 -1.58157 0.0074 -0.0017 -0.0299
C 0.71934 -3.34727 -0.40792 -0.0297 0.0202 0.0530
C -1.89357 -2.84629 1.75728 -0.0497 0.0352 0.0265
C -1.53484 -3.76304 2.73783 0.0724 -0.0111 -0.0748
C -2.40936 -4.78324 3.09092 -0.0086 -0.0239 0.0102
C -3.64444 -4.88526 2.46782 0.0014 0.0230 -0.0213
C -4.00918 -3.96227 1.49459 -0.0152 -0.0325 0.0250
C -3.13902 -2.94282 1.14213 0.0033 0.0575 0.0218
H -1.01665 -0.72499 4.01657 0.0037 -0.0018 -0.0128
H 0.55695 -0.45903 5.89774 0.0026 0.0031 0.0012
H 2.98227 -0.79826 5.53672 0.0019 -0.0020 0.0002
H 3.82617 -1.38323 3.28631 0.0014 -0.0062 0.0081
H 2.25200 -1.61550 1.39790 -0.0047 0.0065 -0.0023
H -0.49668 -0.38861 -1.55490 -0.0072 0.0060 0.0155
H 0.46973 -1.26362 -3.65260 -0.0023 -0.0126 -0.0045
H 1.62073 -3.46834 -3.66707 0.0028 -0.0015 0.0015
H 1.77891 -4.79555 -1.58449 -0.0007 0.0011 0.0003
H 0.77698 -3.93194 0.50475 0.0015 -0.0036 -0.0039
H -0.57314 -3.68143 3.23155 -0.0041 0.0129 0.0080
H -2.12638 -5.49391 3.85826 -0.0028 0.0000 -0.0011
H -4.32855 -5.67785 2.74624 0.0013 -0.0003 0.0030
H -4.97929 -4.02941 1.01816 -0.0004 -0.0016 0.0009
H -3.42560 -2.19443 0.41167 0.0097 0.0041 0.0009
Se 1.22916 1.32162 0.46653 -0.0092 -0.1532 0.1367
C 2.18976 1.96196 -1.03408 -0.0187 0.1892 -0.0008
C 2.66421 1.14135 -2.05601 0.0203 -0.0578 -0.0116
C 3.40200 1.69069 -3.09149 -0.0210 0.0098 0.0011
N 3.71341 2.98252 -3.19486 0.0012 0.0358 -0.0047
C 3.24530 3.76864 -2.21935 0.0012 -0.0324 -0.0023
C 2.49770 3.32252 -1.14558 -0.0302 -0.0308 -0.0413
H 2.46030 0.07828 -2.04846 -0.0260 0.0029 0.0269
H 3.75905 1.04734 -3.89166 0.0140 0.0092 -0.0087
H 3.48159 4.82610 -2.30450 0.0080 -0.0057 -0.0110
H 2.13530 4.02032 -0.40080 -0.0142 -0.0051 0.0049
C -1.46291 1.83793 -1.68257 0.2801 -0.3832 0.3362
C -0.97000 1.94902 -2.97343 -0.1171 0.2376 -0.1811
C -0.12439 3.02031 -3.40343 0.0175 -0.0462 0.0370
C 0.37500 3.06402 -4.68278 0.0119 -0.0646 -0.0192
C 0.06317 2.06854 -5.61875 -0.0034 -0.0062 -0.0199
C -0.79405 1.03192 -5.23608 -0.0048 0.0058 0.0038
C -1.31009 0.96811 -3.95931 0.0247 0.0611 -0.0031
H 0.11822 3.79362 -2.68730 -0.0031 -0.0019 0.0129
H 1.03733 3.87569 -4.96279 0.0056 0.0065 -0.0061
H 0.47252 2.10504 -6.62133 -0.0027 -0.0009 0.0043
H -1.06373 0.26293 -5.95460 0.0078 0.0046 -0.0054
H -1.98080 0.16397 -3.67484 0.0159 0.0193 0.0012
```
Positions in Å, forces in eV/Å.

Mulliken atomic charge list, values in e, 8 entries: Ir 0.629; Br 0.133; C -0.550; Br -0.119; H 0.334; H 0.305; S -0.768; Sb 0.404

(2)
C31H26AsF11IN4O3SZn as an isolated structure, computed with the ωB97M-V functional and the def2-TZVPD basis.

Its expectation value of S² is 0.814. The value obtained for the highest occupied orbital energy (spin up / spin down) is -8.26 / -8.93 eV. Its spin multiplicity is 2. Its relative energy (zero: lowest compared OMol25 entry of this formula, charge and spin) is 7.2 kcal per mole. Its strongest force on any atom is 0.5 eV Å⁻¹.

Structure (XYZ):
```
79
Properties=species:S:1:pos:R:3:forces:R:3
Zn 2.18052 0.58131 -0.39132 0.4674 -0.1576 -0.1678
C -4.67358 -1.14726 1.14916 0.0019 0.0291 -0.0843
O -5.20652 -0.45623 0.02472 0.0058 -0.0674 0.0418
C -4.76504 0.79372 -0.21163 0.0045 -0.0017 -0.0061
C -5.29020 1.42419 -1.34622 -0.0193 0.0009 -0.0163
C -4.89446 2.69900 -1.67284 -0.0337 -0.0213 -0.0424
C -3.92778 3.35294 -0.90031 0.1258 0.0661 -0.0543
C -3.43487 2.73536 0.25113 0.0135 -0.0793 0.0378
C -3.84934 1.46425 0.60141 0.0151 0.0589 -0.0135
N -3.51616 4.62312 -1.31810 -0.3531 -0.2467 -0.0900
N -2.43189 5.09390 -0.88763 0.3289 0.2839 0.1208
C -1.27119 4.48414 -0.74467 0.0988 0.0602 -0.0463
C -0.35685 5.06559 0.20305 -0.0739 0.0252 -0.1412
C 0.73386 4.40364 0.63371 0.0403 -0.0660 0.0233
C 1.01219 3.06861 0.15462 -0.1193 -0.0523 -0.0398
O 1.92999 2.38224 0.60500 0.0855 -0.0237 0.0687
C 0.16518 2.52871 -0.93920 0.1352 -0.0716 0.1316
N 0.52164 1.32204 -1.41954 0.0230 0.0985 0.1342
C -0.10749 0.84092 -2.48187 0.0904 0.0243 0.0671
C -1.10083 1.57784 -3.13374 0.0096 0.0023 0.0045
C -1.49263 2.78831 -2.62517 -0.0550 0.0308 -0.0387
C -0.88528 3.26320 -1.45306 -0.1671 0.0839 0.0407
H -5.11774 -2.13666 1.12927 -0.0353 -0.0279 -0.0055
H -4.94230 -0.64554 2.08013 -0.0053 0.0139 0.0298
H -3.58730 -1.23382 1.07885 0.0073 -0.0052 0.0035
H -6.00424 0.88242 -1.95244 -0.0035 0.0232 0.0224
H -5.29300 3.20217 -2.54486 0.0051 -0.0113 0.0186
H -2.72081 3.25380 0.87828 -0.0491 -0.0508 0.0471
H -3.45215 1.00511 1.49521 -0.0040 0.0131 -0.0253
H -0.62490 6.03059 0.61465 -0.0032 0.0113 -0.0694
H 1.41003 4.82321 1.36565 -0.0210 -0.0596 0.0235
H 0.20475 -0.12949 -2.85736 -0.0708 0.0980 -0.0250
H -1.53600 1.18202 -4.04093 0.0187 0.0069 0.0232
H -2.23327 3.38748 -3.13901 -0.0740 -0.0432 0.0896
F 3.42730 1.73279 -1.66078 -0.1365 0.0360 0.1621
As 3.87717 1.46947 -3.39787 0.1028 0.0263 0.0824
F 3.81631 3.16956 -3.60101 -0.0071 0.2483 -0.0411
F 5.51968 1.55160 -2.92343 0.1127 -0.0176 0.0212
F 4.27232 1.17768 -5.02989 0.0422 -0.0360 -0.2448
F 3.83413 -0.22335 -3.03031 -0.0299 -0.3020 0.0612
F 2.17568 1.38963 -3.74042 -0.1120 0.0054 -0.0735
F 3.72574 -1.93694 -0.20113 -0.0571 -0.0084 0.0044
C 3.47500 -0.75916 0.47768 0.0754 0.2015 -0.0337
F 3.04736 -1.15811 1.72885 -0.1261 -0.0216 0.0148
C 4.86944 -0.14030 0.70937 -0.2345 -0.0631 0.0690
F 4.72304 1.11657 1.16283 0.0194 0.0715 0.0563
F 5.57391 -0.10892 -0.41307 0.0138 0.0591 -0.0851
F 5.57680 -0.81635 1.62767 0.0583 -0.0452 0.0009
I -0.43524 -0.60387 1.53521 -0.0314 0.0427 0.0288
C 0.59636 -0.16563 3.32212 0.0185 0.0107 -0.0362
C 0.40048 -0.97934 4.42907 0.0366 0.0036 -0.0476
C 1.13274 -0.67212 5.56214 0.0025 -0.0291 0.0762
C 2.00860 0.40324 5.53798 0.0347 0.0401 -0.0172
C 2.11810 1.14011 4.37072 -0.0952 -0.0729 -0.1111
N 1.40940 0.86087 3.27169 0.0087 0.0174 0.1000
H -0.28003 -1.81806 4.39980 -0.0005 0.0186 -0.0204
H 1.02538 -1.27451 6.45537 -0.0002 0.0109 -0.0082
H 2.59888 0.66274 6.40599 0.0059 -0.0037 -0.0224
H 2.79872 1.97964 4.29125 -0.0195 -0.0058 0.0213
C -1.92686 -5.24859 1.79091 0.0342 0.0496 -0.0608
C -1.03600 -4.51521 0.82077 -0.0377 -0.0254 0.0053
C 0.33521 -4.41401 1.03751 0.0163 0.0167 0.0171
C 1.15726 -3.74222 0.14487 -0.0045 -0.0360 0.0038
C 0.60342 -3.17392 -0.99466 0.0126 -0.0488 0.0271
C -0.76055 -3.25570 -1.23134 -0.0197 -0.0463 0.0415
C -1.56949 -3.92830 -0.32401 0.0040 0.0422 -0.0136
S 1.58264 -2.19071 -2.13389 -0.4244 0.1834 -0.1976
C 2.71890 -3.45372 -2.67809 0.1153 0.0170 -0.0472
O 0.68034 -1.91356 -3.30340 0.1998 -0.2563 0.2325
H -1.38395 -5.53025 2.69248 -0.0007 0.0055 -0.0103
H -2.32460 -6.15989 1.33984 0.0048 0.0104 0.0093
H -2.77830 -4.63110 2.08410 0.0133 -0.0101 -0.0007
H 0.76825 -4.85805 1.92716 -0.0017 0.0098 -0.0294
H 2.21622 -3.65162 0.34926 -0.0241 0.0016 0.0063
H -1.16369 -2.80333 -2.12963 -0.0025 -0.0216 0.0263
H -2.63565 -4.00214 -0.51243 0.0171 0.0081 -0.0065
H 2.12745 -4.17619 -3.23870 0.0529 -0.0339 0.0082
H 3.21303 -3.90668 -1.82040 -0.0153 0.0374 -0.0398
H 3.44673 -2.95290 -3.31518 -0.0107 -0.0347 0.0092
```
Positions in Å, forces in eV/Å.

Mulliken atomic charge list, values in e, 8 entries: Zn -0.102; C -0.604; O -0.463; C 0.744; C -0.702; C -0.149; C -0.170; C -0.502

Question: Look up the relative energy (zero: lowest compared OMol25 entry of this formula, charge and spin) of the second one.
Answer: 7.2 kcal per mole

Question: What is the relative energy (zero: lowest compared OMol25 entry of this formula, charge and spin) in the second record?
Answer: 7.2 kcal per mole

Question: Among the records above, which one has the highest relative energy (zero: lowest compared OMol25 entry of this formula, charge and spin)?
Answer: C31H26AsBr2IrNOS3SbSe

Question: Number 2 is which compound?
Answer: C31H26AsF11IN4O3SZn